[1]
# C33H23BF5N4OP2ReSSe2

C33H23BF5N4OP2ReSSe2 as an isolated structure (wB97M-V/def2-TZVPD, the Open Molecules 2025 dataset).

```
73
Properties=species:S:1:pos:R:3:lowdin_spin:R:1
Re 1.81 -1.60 3.07 0.845
F 3.82 -7.29 -0.49 0.002
C 3.73 -6.42 0.53 0.006
C 2.96 -5.28 0.41 -0.001
F 2.30 -5.02 -0.72 -0.001
C 2.89 -4.42 1.49 0.005
F 2.15 -3.30 1.37 0.024
C 3.54 -4.62 2.69 0.003
S 3.36 -3.45 3.94 0.045
C 4.31 -5.78 2.77 0.005
F 4.98 -6.06 3.90 0.001
C 4.40 -6.67 1.72 -0.002
F 5.14 -7.77 1.83 -0.001
Se -3.06 0.74 -2.12 0.000
P -0.97 0.71 -2.24 0.000
C -0.32 -0.28 -3.62 0.000
C 1.04 -0.43 -3.87 0.000
C 1.47 -1.16 -4.96 0.000
C 0.55 -1.76 -5.81 0.000
C -0.81 -1.62 -5.56 0.000
C -1.24 -0.88 -4.47 0.000
C -0.33 2.40 -2.58 0.000
C 0.46 2.70 -3.69 0.000
C 0.81 4.02 -3.97 0.000
C 0.36 5.05 -3.16 0.000
C -0.46 4.76 -2.07 0.000
C -0.79 3.45 -1.79 0.000
C -0.08 0.01 -0.79 0.000
C 0.08 0.18 0.59 -0.001
N 0.87 -0.86 1.00 0.003
N 1.15 -1.60 -0.06 0.001
N 0.60 -1.10 -1.13 0.000
P -0.54 1.28 1.86 0.001
Se 0.56 0.73 3.65 0.004
C -2.33 1.15 2.05 0.000
C -2.81 0.33 3.07 0.001
C -4.17 0.16 3.25 0.000
C -5.06 0.83 2.41 0.000
C -4.59 1.65 1.40 0.000
C -3.23 1.81 1.21 0.000
C -0.10 2.98 1.43 0.000
C -0.90 4.07 1.75 0.000
C -0.42 5.36 1.57 0.000
C 0.86 5.56 1.07 0.000
C 1.66 4.48 0.74 0.000
C 1.19 3.19 0.93 0.000
H 1.77 0.02 -3.20 0.000
H 2.53 -1.28 -5.14 0.000
H 0.89 -2.34 -6.66 0.000
H -1.53 -2.10 -6.21 0.000
H -2.30 -0.77 -4.26 0.000
H 0.80 1.92 -4.35 0.000
H 1.42 4.23 -4.83 0.000
H 0.62 6.07 -3.39 0.000
H -0.84 5.55 -1.45 0.000
H -1.46 3.24 -0.97 0.000
H -2.10 -0.19 3.70 0.000
H -4.53 -0.49 4.03 0.000
H -6.13 0.70 2.55 0.000
H -5.28 2.15 0.73 0.000
H -2.88 2.42 0.40 0.000
H -1.89 3.91 2.17 0.000
H -1.05 6.20 1.83 0.000
H 1.23 6.57 0.93 0.000
H 2.66 4.63 0.35 0.000
H 1.82 2.34 0.70 0.000
B -2.31 -3.93 3.36 0.006
C -0.93 -3.19 3.28 0.031
N 0.08 -2.62 3.21 0.008
H -2.14 -5.04 2.91 0.003
H -2.61 -3.96 4.53 0.001
H -3.09 -3.27 2.70 0.001
O 2.43 -0.99 4.50 0.010
```

Computed properties:
**2S+1**: 2
**Kohn-Sham gap (alpha / beta)**: 7.12 / 6.62 eV
**HOMO level (alpha / beta)**: -5.04 / -4.73 eV
**Total charge**: -1

=====

[2]
# C33H23BiCl2N7S

C33H23BiCl2N7S as an isolated structure (wB97M-V/def2-TZVPD, the Open Molecules 2025 dataset).

```
67
Properties=species:S:1:pos:R:3:nbo_charge:R:1
Bi 0.76 0.87 0.05 1.632
C 1.49 4.51 -4.20 -0.206
C 1.64 3.27 -4.80 -0.190
C 1.22 2.11 -4.16 -0.258
C 0.63 2.19 -2.90 0.207
C 0.47 3.44 -2.30 -0.279
C 0.90 4.59 -2.94 -0.192
N 0.25 1.04 -2.17 -0.754
C -0.31 -0.06 -2.69 0.365
C -1.00 -0.09 -3.94 -0.289
C -1.52 -1.25 -4.41 -0.123
C -1.38 -2.49 -3.70 -0.233
C -0.74 -2.51 -2.52 -0.160
C -0.21 -1.30 -1.98 -0.026
N 0.55 -1.26 -0.87 -0.209
N 1.00 -2.31 -0.32 -0.219
C 2.10 -2.07 0.53 0.303
C 2.63 -3.13 1.24 -0.223
C 3.78 -2.91 1.97 -0.134
C 4.37 -1.65 1.97 -0.248
C 3.76 -0.65 1.25 0.066
N 2.64 -0.85 0.54 -0.514
H 1.81 5.41 -4.70 0.224
H 2.10 3.19 -5.77 0.225
H 1.38 1.14 -4.62 0.222
H -0.03 3.51 -1.34 0.210
H 0.77 5.55 -2.46 0.223
H -1.14 0.84 -4.48 0.239
H -2.07 -1.24 -5.34 0.229
H -1.81 -3.39 -4.12 0.232
H -0.62 -3.42 -1.94 0.240
H 2.14 -4.10 1.20 0.246
H 4.23 -3.72 2.53 0.237
H 5.29 -1.46 2.51 0.240
H 4.16 0.36 1.22 0.208
Cl -1.07 2.81 2.71 0.021
C -1.86 3.28 1.24 -0.035
C -2.18 4.62 1.10 -0.254
C -2.81 5.05 -0.06 -0.122
C -3.13 4.15 -1.06 -0.246
C -2.80 2.81 -0.90 -0.024
Cl -3.27 1.74 -2.17 0.042
C -2.15 2.33 0.25 -0.269
S -1.75 0.61 0.43 -0.218
H -1.94 5.31 1.89 0.240
H -3.07 6.09 -0.18 0.226
H -3.63 4.47 -1.96 0.243
N -1.84 -4.23 9.89 -0.259
C -1.45 -3.64 8.99 0.256
C -0.95 -2.90 7.86 -0.164
C 0.12 -2.03 8.02 -0.136
C 0.60 -1.30 6.94 -0.241
C 0.00 -1.43 5.70 0.242
C -1.07 -2.30 5.53 -0.254
C -1.54 -3.03 6.60 -0.124
N 0.48 -0.67 4.59 -0.358
C 1.38 0.38 4.62 -0.066
C 1.54 0.78 3.34 -0.093
N 0.77 -0.01 2.51 -0.541
C 0.15 -0.85 3.29 0.224
H 0.59 -1.92 8.99 0.243
H 1.44 -0.64 7.09 0.225
H -1.56 -2.40 4.57 0.225
H -2.38 -3.71 6.47 0.241
H 1.80 0.77 5.53 0.238
H 2.16 1.59 2.96 0.224
H -0.55 -1.60 2.94 0.221
```

Computed properties:
**Kohn-Sham gap (alpha / beta)**: 5.81 / 5.81 eV
**HOMO level (alpha / beta)**: -10.19 / -10.19 eV
**Total charge**: +1

=====

In the order shown, the computed ΔE to the lowest compared entry with this formula, charge and spin values come out to 249.7, 35.0 kJ/mol.
In the order shown, the computed electronic energy values come out to -8051.86388, -3187.60808 hartree.